[1]
# CH5FP2

A single CH5FP2 molecule (ωB97M-V/def2-TZVPD, the Open Molecules 2025 dataset).

```
9
Properties=species:S:1:pos:R:3:mulliken_spin:R:1
P -1.522 0.630 -0.267 1.201
H -0.855 1.741 -0.491 0.050
C -0.289 -0.527 0.457 0.466
F -0.501 -1.867 0.273 0.020
P 1.398 -0.171 -0.445 0.144
H -0.318 -0.214 1.687 -0.004
H -1.676 0.196 -1.656 0.100
H 1.747 1.216 -0.005 0.006
H 2.016 -1.004 0.446 0.017
```

Calculated values
- HOMO (spin up / spin down): -4.18 / -9.72 eV
- Multiplicity: 3
- Charge: 0
- F_max: 3.45 eV Å⁻¹
- LUMO level (spin up / spin down): 0.03314 / -0.10922 hartree
- Frontier orbital gap (spin up / spin down): 5.0844 / 6.7524 eV

[2]
# C38H31N4O8PW

A molecular structure, C38H31N4O8PW (ωB97M-V/def2-TZVPD, the Open Molecules 2025 dataset).

```
83
Properties=species:S:1:pos:R:3:mulliken_charge:R:1
C 2.020 -0.972 3.112 0.097
C -1.979 2.141 -1.419 0.381
H 0.378 -4.126 4.544 0.450
W -0.344 -0.479 0.890 1.234
C 2.397 2.545 -4.387 -0.712
C -2.220 -4.392 0.125 -1.423
C -1.379 -2.208 -1.051 -0.440
H 1.258 2.764 5.738 0.549
H -3.745 0.936 -1.546 0.325
H 4.886 -2.360 -0.225 0.578
H 0.803 3.557 -5.396 0.432
H 3.167 2.960 -5.022 0.404
H -1.971 -6.236 1.119 0.433
O -1.561 -0.082 2.417 -0.424
C -3.606 -2.023 -4.043 -0.848
H -0.943 2.691 -3.919 0.357
H 3.264 -3.251 -1.726 0.526
C 1.682 3.119 3.583 0.020
H -0.411 3.589 -1.170 0.539
C -3.034 -2.488 -2.883 -0.498
C 4.111 -2.011 0.449 -1.674
C -1.002 -4.631 2.184 -1.584
H 1.545 -2.761 -1.586 -0.028
P -0.810 0.740 -1.581 2.391
H -3.698 -0.401 -5.454 0.447
O -0.210 -1.656 -0.765 0.041
H 3.774 1.474 -3.144 0.485
C 1.069 2.879 -4.598 -0.910
C 1.742 1.168 -2.539 -0.142
H 4.451 -1.138 1.001 0.288
O 1.981 3.266 0.466 -0.957
C -0.698 -3.282 2.159 0.854
C -2.041 -2.906 0.162 0.928
O 2.983 4.752 4.654 -0.626
H -3.288 -3.469 -2.508 0.416
H 3.905 -2.792 1.183 0.286
N -1.820 0.709 1.357 -0.246
C -2.345 4.466 -0.908 -0.931
H 3.474 -1.191 4.666 0.545
H 1.987 0.535 -1.696 0.393
C -1.772 -0.410 -2.662 -0.327
H 2.606 4.308 1.646 0.447
H -4.389 5.058 -0.642 0.401
H -5.279 2.798 -1.066 0.442
C -2.386 0.034 -3.822 0.077
C 1.135 2.510 4.703 -0.451
O 0.865 1.320 0.469 -0.101
C -1.480 3.418 -1.168 -0.657
O 2.969 4.792 2.440 -0.573
N -1.215 -2.427 1.262 0.009
C -3.713 4.246 -0.868 -0.625
C 0.860 -3.252 4.133 -0.620
C 0.404 1.484 -2.754 0.651
O -2.247 -0.145 0.387 -0.393
C 2.576 -1.595 4.218 -1.271
C 0.078 2.368 -3.777 -0.119
N 0.422 1.362 2.954 0.553
O 2.014 -0.917 0.192 0.067
H -2.783 -4.795 -0.701 0.375
C 2.836 -1.713 -0.279 0.853
H -0.607 -5.284 2.943 0.302
C 1.976 -2.723 4.753 -1.020
C -3.263 -0.766 -4.535 -0.883
C -3.355 1.930 -1.382 -0.405
H -0.167 0.827 4.807 0.144
N 0.395 1.478 4.275 -0.571
C 1.387 2.352 1.028 1.041
C -2.074 -1.722 -2.190 -0.064
C 1.191 2.345 2.506 -0.924
C 0.878 -1.449 2.446 1.013
C 0.348 -2.654 2.983 1.077
H 2.526 -0.092 2.727 0.740
H -4.316 -2.635 -4.582 0.426
H -2.185 1.032 -4.177 0.238
H 2.391 -3.194 5.631 0.392
H -3.052 -2.444 0.248 0.394
C 2.735 1.700 -3.342 -1.261
H 2.686 -1.709 -2.385 0.263
C -1.777 -5.172 1.127 -0.492
H -1.956 5.457 -0.721 0.446
C 2.582 -2.424 -1.567 -1.056
C -4.214 2.977 -1.107 -0.878
C 2.599 4.294 3.607 0.385
```

Calculated values
- HOMO (spin up / spin down): -6.67 / -6.66 eV
- Charge: 0
- F_max: 4.24 eV Å⁻¹
- LUMO level (spin up / spin down): -0.07182 / -0.07189 hartree
- Frontier orbital gap (spin up / spin down): 4.7123 / 4.7082 eV

[3]
# C6H10O

3 unconnected molecules or ions with the total composition C6H10O (ωB97M-V/def2-TZVPD, the Open Molecules 2025 dataset).

```
17
Properties=species:S:1:pos:R:3:mulliken_charge:R:1
H -1.957 -0.117 -1.274 0.321
H -2.113 0.765 0.226 0.366
C -1.091 -1.192 0.325 -0.461
O -0.037 2.147 -0.018 -0.558
C -0.114 0.848 -0.571 -0.030
H 0.813 -1.937 1.164 0.392
C 2.355 0.190 -0.054 -1.197
H 2.933 -0.436 0.628 0.365
H 2.727 0.027 -1.071 0.280
H 0.068 0.987 -1.641 0.354
H -2.730 -2.050 0.249 0.039
H -0.196 2.049 0.931 0.377
C -1.437 0.114 -0.334 -0.508
C 0.902 -0.091 0.037 0.421
H 2.525 1.246 0.186 0.292
C 0.285 -1.131 0.656 -0.470
H -3.209 -1.596 0.856 0.017
```

Calculated values
- HOMO (spin up / spin down): -7.75 / -7.31 eV
- Charge: 0
- F_max: 3.66 eV Å⁻¹
- LUMO level (spin up / spin down): -0.01367 / -0.00986 hartree
- Frontier orbital gap (spin up / spin down): 7.3740 / 7.0382 eV

[4]
# C12H25N2O4S4

A molecular structure, C12H25N2O4S4 (ωB97M-V/def2-TZVPD, the Open Molecules 2025 dataset).

```
47
Properties=species:S:1:pos:R:3:mulliken_charge:R:1
O -5.750 -1.863 -2.360 -0.718
C -4.708 0.265 -1.244 -0.913
C 0.888 0.479 2.276 -0.430
C 3.078 -0.787 2.028 -1.256
H 2.682 -1.704 2.461 0.393
H -0.463 2.087 1.900 0.483
H 4.159 -0.751 2.131 0.351
H 0.615 -0.463 1.806 0.502
C 0.435 1.688 1.431 -1.479
O -5.625 -4.139 1.116 -0.651
H 1.171 2.483 1.483 0.723
H 3.763 1.486 -2.589 0.457
S 2.595 2.018 -0.548 -0.147
H 5.003 1.278 0.137 0.214
C -3.454 -0.055 -0.442 -0.238
C -1.064 0.417 -0.011 -1.432
H -3.625 0.093 0.622 0.373
H 5.660 1.961 -1.318 0.378
S -5.949 -1.045 -1.175 1.205
H 2.474 0.305 3.749 0.346
H -5.391 -3.771 -1.076 0.137
H -0.696 -0.573 -0.275 0.328
H 5.277 -1.053 -1.298 0.354
N -5.726 -1.832 0.198 -0.474
S 0.786 0.573 -2.385 -0.295
H 2.896 1.332 2.389 0.324
O -7.209 -0.342 -1.115 -0.728
H -4.475 0.447 -2.289 0.402
C 2.378 0.418 2.669 -0.480
C 5.922 -0.186 -1.189 -1.333
C 1.024 1.263 -0.905 0.410
C 3.740 1.070 -1.587 -0.761
H -2.048 0.556 -1.918 0.447
O -3.584 -3.216 0.128 -0.626
C -2.252 0.797 -0.877 -0.677
N 0.046 1.399 0.037 0.151
H 3.335 0.065 -1.655 0.432
S -5.031 -3.277 0.121 0.818
H 2.824 -0.818 0.968 0.215
H -2.477 1.861 -0.796 0.262
H -1.432 0.341 1.012 0.556
H -3.188 -1.094 -0.606 0.227
H 6.611 -0.397 -0.371 0.338
C 5.130 1.092 -0.928 -0.251
H -5.195 1.142 -0.824 0.344
H 0.318 0.521 3.203 0.366
H 6.534 -0.073 -2.082 0.355
```

Calculated values
- HOMO: -5.73 eV
- Charge: -1
- F_max: 1.60 eV Å⁻¹
- LUMO level: 0.07533 hartree
- Frontier orbital gap: 7.7798 eV

[5]
# C12H20N4O4S

A single C12H20N4O4S molecule (ωB97M-V/def2-TZVPD, the Open Molecules 2025 dataset).

```
41
Properties=species:S:1:pos:R:3:mulliken_charge:R:1
C 4.935 2.138 -0.333 -1.041
C 1.503 1.612 -0.664 -0.455
C -1.996 -2.608 -0.001 -1.261
H -1.182 -3.057 0.565 0.361
H 5.475 1.684 0.494 0.316
C -0.544 0.956 0.388 0.062
O -2.810 0.307 1.578 -0.680
N 3.438 0.189 -0.509 -0.194
O -2.427 2.676 0.984 -0.769
H -0.524 -0.858 1.484 0.627
H -2.639 -2.076 0.696 0.340
H 5.140 0.425 -1.624 0.380
C 0.042 -0.182 0.866 0.054
C 2.159 0.448 -0.200 1.635
H 3.837 -0.629 -0.055 0.259
H -2.573 -3.410 -0.486 0.318
H 4.152 2.772 0.075 0.317
H 0.122 -1.523 -2.331 0.315
H 0.349 -2.727 -1.054 0.372
H 5.625 2.755 -0.902 0.367
O 1.141 -2.445 1.637 -0.650
C 1.384 -0.457 0.584 -1.031
H -3.002 -1.940 -2.362 0.404
C -3.476 -0.210 -1.184 -0.871
H -0.741 -3.077 -2.405 0.344
H 3.820 1.507 -2.080 0.353
C -0.376 -2.285 -1.733 -1.255
C 0.183 1.855 -0.385 -1.418
C 4.339 1.054 -1.230 -0.798
N -2.903 1.084 -0.865 -0.299
N 1.904 -1.669 1.096 1.230
H -0.310 2.746 -0.738 0.412
H -4.305 -0.067 -1.879 0.462
H -1.931 -0.540 -2.620 0.359
H -3.503 1.867 -1.068 0.304
H -3.863 -0.670 -0.271 0.318
N -1.440 -1.672 -0.963 0.715
C -2.448 -1.126 -1.855 -0.842
O 3.105 -1.910 0.971 -0.805
S -2.268 1.282 0.676 1.423
H 2.057 2.326 -1.251 0.320
```

Calculated values
- SMILES: CCNc1ccc(S(=O)(=O)NCCN(C)C)cc1[N+](=O)[O-]
- HOMO: -8.28 eV
- Charge: 0
- F_max: 1.33 eV Å⁻¹
- LUMO level: -0.01953 hartree
- Frontier orbital gap: 7.7516 eV

[6]
# C31H42CrN6O2Si2Te

A molecular structure, C31H42CrN6O2Si2Te (ωB97M-V/def2-TZVPD, the Open Molecules 2025 dataset).

```
85
Properties=species:S:1:pos:R:3:mulliken_spin:R:1
C 11.792 8.851 6.286 -0.001
H 16.951 12.228 13.295 0.000
H 7.725 10.160 9.139 0.000
C 17.832 10.320 12.647 0.014
H 10.362 4.791 13.312 0.000
H 8.712 7.588 9.379 -0.001
C 10.560 9.895 12.078 0.001
H 14.051 10.775 5.694 0.002
C 14.140 8.140 7.621 0.046
H 7.040 9.471 12.467 0.000
H 15.095 7.832 8.010 -0.002
H 7.838 7.933 12.617 0.000
H 10.287 15.577 8.997 0.000
H 11.829 6.790 5.519 0.000
C 13.586 7.263 6.659 -0.001
N 15.681 11.545 8.069 -0.100
Si 12.371 5.890 13.140 0.000
C 17.640 12.542 7.608 0.018
H 16.594 8.592 9.989 -0.014
H 12.597 4.820 10.905 0.000
C 18.973 13.073 7.867 -0.001
O 10.649 11.217 7.431 0.026
H 14.715 12.244 4.821 0.001
H 19.257 13.007 8.908 0.000
H 10.797 9.175 5.960 -0.001
H 9.128 11.242 9.113 0.000
C 11.239 13.709 8.640 -0.004
H 14.234 6.393 6.428 0.000
H 18.453 10.147 13.548 0.000
H 13.017 3.666 12.119 0.000
H 10.701 13.405 7.743 0.000
H 10.067 8.558 8.805 0.000
H 13.365 14.521 11.874 0.002
C 12.197 12.800 9.163 0.012
C 14.416 11.884 5.852 0.006
C 7.676 8.768 11.945 0.000
H 6.943 8.365 11.161 0.000
N 15.730 10.342 10.815 -0.079
H 19.821 12.471 7.393 0.001
H 11.506 16.119 11.110 0.000
Cr 14.267 10.725 9.402 3.058
C 11.788 10.883 7.779 0.033
C 12.727 14.401 10.952 0.000
H 10.110 6.144 12.026 0.001
N 13.557 9.324 7.936 -0.127
H 14.163 5.068 11.702 0.000
C 17.734 9.335 11.650 0.001
H 14.120 4.801 14.660 0.000
H 10.802 10.956 11.927 0.000
C 16.868 11.345 12.693 0.000
H 13.547 12.461 6.194 0.000
N 12.578 11.576 8.652 -0.096
C 9.639 8.002 9.646 -0.004
C 15.593 11.926 6.768 0.058
C 13.151 4.724 11.823 -0.001
C 11.038 14.851 9.384 0.000
Te 12.321 8.804 11.079 -0.006
H 13.339 6.280 15.436 0.000
O 14.966 13.357 12.537 0.028
C 14.934 12.493 11.619 0.019
H 10.543 9.592 13.078 -0.001
H 12.484 4.707 15.353 0.000
C 16.819 12.553 6.466 0.005
C 11.697 15.236 10.501 -0.002
C 12.376 7.590 6.009 0.008
C 13.141 5.358 14.792 0.000
H 10.225 7.104 9.877 0.002
C 8.438 10.727 9.831 0.000
C 16.695 9.382 10.718 0.057
H 17.188 11.512 9.417 0.014
C 13.029 13.225 10.287 0.040
H 18.388 8.468 11.526 -0.001
Si 9.167 9.380 10.908 -0.001
C 10.518 5.850 13.029 -0.002
N 16.920 11.842 8.509 0.020
N 14.006 12.320 10.571 -0.072
H 14.129 7.726 12.683 0.001
C 15.876 11.346 11.745 0.026
H 17.093 12.862 5.479 0.000
C 12.378 9.601 7.341 0.016
H 10.036 6.530 13.714 0.000
C 13.003 7.641 12.775 0.000
H 19.105 14.064 7.502 0.000
H 12.633 8.348 13.557 0.000
H 7.803 11.372 10.486 0.000
```

Calculated values
- HOMO (spin up / spin down): -9.46 / -9.65 eV
- Multiplicity: 4
- Charge: +1
- F_max: 4.51 eV Å⁻¹
- LUMO level (spin up / spin down): -0.13247 / -0.13401 hartree
- Frontier orbital gap (spin up / spin down): 5.8516 / 6.0080 eV